1.
Below is 2 unconnected molecules or ions with the total composition C6H14Si, with properties calculated with the ωB97M-V functional and the def2-TZVPD basis.

Structure (XYZ):
```
21
Properties=species:S:1:pos:R:3:forces:R:3
C -1.479275 0.789787 1.610107 0.958 -1.287 -3.019
C -2.305743 0.914549 0.625691 -0.651 -0.136 -1.367
C -3.646492 1.674560 0.848426 0.147 -1.020 0.254
C -2.032217 0.474671 -0.833485 -1.912 6.027 1.553
C 3.660614 -1.679631 -0.888097 -0.154 1.366 -0.435
C 2.174361 -1.312894 -0.703592 -0.663 -1.413 1.076
Si 1.684914 -0.494757 0.874307 -0.308 1.437 -1.311
H -1.507508 1.108238 2.555112 0.124 1.021 3.624
H -4.321539 1.407110 -0.015084 0.439 0.740 1.075
H -4.075022 1.305760 1.816315 0.071 0.326 -0.967
H -3.452142 2.753935 0.991012 -0.317 -0.481 -0.533
H -1.310878 -0.183015 -0.998200 2.985 -3.091 -0.352
H -1.681236 1.479788 -1.288656 -0.461 -1.512 0.243
H -2.956832 0.272303 -1.296668 -0.953 -0.658 -0.716
H 4.402185 -1.110504 -0.268229 -0.880 -0.308 -0.403
H 3.806921 -2.726128 -0.691038 0.318 -0.427 -0.372
H 3.767110 -1.341226 -1.942013 1.013 -1.008 0.564
H 1.488899 -2.197067 -0.744669 0.671 0.447 -0.394
H 1.914019 -0.672116 -1.503928 -0.600 0.643 -0.812
H 1.013101 -1.180205 1.863902 -0.784 -1.446 1.533
H 2.848381 0.176791 1.324144 0.957 0.780 0.759
```
Positions in Å, forces in eV/Å.

Output
DFT total energy ... -526.27332 hartree
Kohn-Sham gap (alpha / beta) ... 8.312 / 7.320 eV
Net charge ... 0
HOMO energy (alpha / beta) ... -8.415 / -7.046 eV
LUMO level (alpha / beta) ... -0.103 / 0.274 eV
2S+1 ... 1
Relative energy (zero: lowest compared OMol25 entry of this formula, charge and spin) ... 573.6 kJ/mol

2.
Below is a molecular structure, C6H15AsNO3S4SbTc, with properties calculated with the ωB97M-V functional and the def2-TZVPD basis.

Structure (XYZ):
```
32
Properties=species:S:1:pos:R:3:forces:R:3
Tc 1.084137 -1.612100 0.641734 -1.501 -1.801 1.424
S -1.326263 -5.190500 3.727134 -0.412 1.312 -0.547
As 0.043337 -3.933700 2.484534 -1.088 -1.120 1.132
S 0.651137 -1.726700 2.873134 0.484 -0.463 -1.796
S -0.400963 -3.310200 0.313934 1.653 1.281 0.483
S 0.637837 -5.870200 3.351034 1.030 0.781 -0.838
O 4.418938 -3.131200 0.095234 0.287 0.259 -0.256
N 3.358838 -2.743100 0.355134 1.751 -1.998 0.406
O 2.527238 -3.299500 1.106834 -0.808 -0.244 0.633
O 2.861738 -1.639000 -0.125166 -1.224 2.008 -0.737
C -3.018262 0.696500 0.566034 -0.148 0.180 0.301
C -2.220562 0.596800 -0.708766 0.274 -0.470 0.047
Sb -0.028563 0.523300 -0.433366 -1.037 1.332 -0.683
C 0.804637 0.440300 -2.539466 0.386 -0.789 0.117
C 0.227637 1.510300 -3.403866 -0.309 0.565 -0.047
C 0.493237 2.619300 0.275534 0.451 -0.291 0.156
C 0.134937 2.801500 1.714334 -0.230 0.258 0.483
H -4.078363 0.743300 0.301734 0.044 -0.085 -0.010
H -2.811862 1.612500 1.119734 0.032 -0.074 0.036
H -2.877662 -0.166000 1.216434 -0.017 0.012 0.071
H -2.423963 1.442800 -1.366366 0.384 0.022 -0.083
H -2.443162 -0.331300 -1.241466 0.084 0.095 -0.095
H 0.503737 -0.558200 -2.863766 0.182 0.049 0.038
H 1.886537 0.511900 -2.420766 -0.084 -0.102 0.112
H -0.845663 1.403500 -3.562566 0.030 0.119 0.050
H 0.696237 1.403300 -4.393266 0.025 -0.153 0.075
H 0.485837 2.519200 -3.078966 -0.148 -0.017 0.041
H -0.061963 3.282000 -0.389766 -0.088 -0.367 -0.259
H 1.567037 2.691900 0.096634 -0.104 -0.055 -0.155
H -0.927863 2.669400 1.924934 0.085 -0.077 -0.010
H 0.347337 3.850700 1.974934 0.036 -0.116 -0.111
H 0.734737 2.193200 2.388534 -0.022 -0.051 0.025
```
Positions in Å, forces in eV/Å.

Output
DFT total energy ... -4666.26629 hartree
Kohn-Sham gap (alpha / beta) ... 4.084 / 4.054 eV
Net charge ... +3
HOMO energy (alpha / beta) ... -18.933 / -18.929 eV
LUMO level (alpha / beta) ... -14.848 / -14.875 eV
2S+1 ... 1
Relative energy (zero: lowest compared OMol25 entry of this formula, charge and spin) ... 281.1 kJ/mol

3.
Below is a molecular structure, C6H15AuSbSe4, with properties calculated with the ωB97M-V functional and the def2-TZVPD basis.

Structure (XYZ):
```
27
Properties=species:S:1:pos:R:3:forces:R:3
Au 2.664208 -0.826958 1.166745 -0.143 -0.203 0.141
Se 4.860750 -0.883401 0.018235 0.130 0.059 0.089
Se 6.019543 0.018435 1.881908 0.095 0.068 -0.254
Se 5.165581 -1.184890 3.643388 -0.079 -0.069 0.242
Se 2.905815 -0.515398 3.702700 0.076 -0.063 -0.182
C -2.851464 -0.666866 -0.176351 0.014 -0.046 0.030
C -1.738681 -1.087618 0.777676 0.138 -0.048 -0.065
Sb 0.271363 -0.464316 0.222778 -0.172 0.503 -0.100
C -0.036371 -0.076483 -1.882585 0.025 -0.131 0.088
C -0.103843 -1.349906 -2.720787 0.015 0.036 0.028
C 0.180318 1.611174 0.826734 -0.029 -0.092 0.017
C -1.080897 2.413287 0.530837 0.038 -0.044 0.009
H -3.816977 -1.058199 0.156491 -0.014 0.023 -0.010
H -2.676336 -1.047494 -1.183981 -0.014 -0.004 0.004
H -2.940773 0.415516 -0.251737 0.008 0.042 0.002
H -1.719727 -2.173775 0.877167 0.050 0.004 0.021
H -1.888489 -0.686757 1.782477 -0.039 0.019 -0.008
H 0.831838 0.523619 -2.162968 -0.010 0.010 -0.016
H -0.924928 0.542879 -2.015322 -0.025 -0.021 0.010
H 0.811000 -1.934703 -2.609648 -0.001 -0.007 0.000
H -0.230135 -1.129415 -3.783663 0.002 -0.006 -0.005
H -0.937226 -1.988094 -2.416632 0.001 -0.009 -0.015
H 1.053837 2.058912 0.347333 -0.002 -0.018 -0.020
H 0.406344 1.604157 1.894439 -0.016 -0.001 0.005
H -1.330057 2.405464 -0.532370 -0.011 0.001 -0.003
H -0.954067 3.457490 0.828830 -0.017 0.006 -0.006
H -1.940629 2.023331 1.078314 -0.022 -0.008 -0.002
```
Positions in Å, forces in eV/Å.

Output
DFT total energy ... -10219.38082 hartree
Kohn-Sham gap ... 6.160 eV
Net charge ... -1
HOMO energy ... -3.436 eV
LUMO level ... 2.725 eV
2S+1 ... 1

4.
Below is 2 unconnected molecules or ions with the total composition C6H15ClN, with properties calculated with the ωB97M-V functional and the def2-TZVPD basis.

Structure (XYZ):
```
23
Properties=species:S:1:pos:R:3:forces:R:3
C 1.431638 0.632017 -1.047685 0.144 0.282 -3.411
C 1.399724 0.161214 1.395044 0.489 0.051 -0.324
C -1.885769 -0.709661 -1.779328 3.445 0.811 1.605
C -1.402207 -1.661715 0.608569 1.409 -0.064 0.465
C 0.811879 0.821295 0.207591 -1.537 1.249 1.502
C -1.567081 -0.491803 -0.256235 -0.958 0.764 -1.845
N 0.190516 2.203751 0.276713 -1.170 -1.895 -0.420
Cl -2.397430 0.935120 0.447494 -0.398 -0.830 -0.112
H 0.744935 0.884008 -1.884656 0.055 -0.110 0.349
H 1.602413 -0.425797 -1.184369 0.799 -0.181 -0.140
H 2.299114 1.302734 -1.287385 -0.066 -0.853 0.570
H 1.345235 0.643027 2.339604 -0.690 0.605 0.813
H 1.008523 -0.835491 1.467717 -0.285 -0.588 0.259
H 2.469907 0.014728 1.272681 0.294 0.048 -0.405
H -2.468632 0.104076 -2.194760 0.357 -0.021 -0.335
H -2.324079 -1.644804 -1.927083 -1.396 -1.453 0.053
H -0.845874 -0.952401 -2.253396 -1.640 1.166 0.313
H -0.917504 -1.189606 1.574422 -0.772 -2.124 -1.590
H -2.253555 -2.336868 0.782610 -0.505 0.981 0.500
H -0.864271 -2.419093 -0.065209 0.542 1.158 1.398
H 0.545478 2.730827 -0.510101 -0.556 0.097 -0.653
H 0.422720 2.776040 1.038765 0.592 0.603 1.959
H -0.936374 2.062701 0.335201 1.849 0.306 -0.551
```
Positions in Å, forces in eV/Å.

Output
DFT total energy ... -752.16223 hartree
Kohn-Sham gap (alpha / beta) ... 8.708 / 8.134 eV
Net charge ... +1
HOMO energy (alpha / beta) ... -12.465 / -12.075 eV
LUMO level (alpha / beta) ... -3.757 / -3.941 eV
2S+1 ... 1
Relative energy (zero: lowest compared OMol25 entry of this formula, charge and spin) ... 220.8 kJ/mol